Formula: C41H40F5N3O7P
Source: the Open Molecules 2025 dataset
Level of theory: ωB97M-V/def2-TZVPD

Values from the calculation:
Frontier orbital gap ... 8.04 eV
Net charge ... +1
Energy ... -3117.93309 Ha

Bonds (Å) are listed after each position.
Element x y z (Å)
1 C -0.12896 -1.17895 3.18295  C2 1.520, H26 1.096, H27 1.096, H28 1.095
2 C -0.78804 0.12254 3.60977  C1 1.520, O3 1.464, H29 1.094, H30 1.095
3 O -0.99455 1.00477 2.46012  C2 1.464, P4 1.604
4 P 0.10002 2.14508 2.18897  O3 1.604, O5 1.474, C6 1.800, O23 1.589
5 O 1.42979 1.85140 2.75255  P4 1.474
6 C -0.64920 3.67070 2.78292  P4 1.800, C7 1.535, H31 1.097, H32 1.099
7 C -2.11708 3.97318 2.44939  C6 1.535, C8 1.529, H33 1.100, H34 1.100
8 C -2.50691 3.76987 0.98484  C7 1.529, N9 1.469, H35 1.093, H36 1.095
9 N -3.90939 4.13974 0.75070  C8 1.469, C10 1.312, H37 1.014
10 C -4.95805 3.35252 0.80659  N9 1.312, N11 1.405, N22 1.352
11 N -6.19127 3.92131 0.44694  C10 1.405, C12 1.482, H38 1.021
12 C -7.31087 3.25329 1.15201  N11 1.482, C13 1.521, H39 1.092, H40 1.097
13 C -7.28383 1.76226 0.85170  C12 1.521, C14 1.529, H41 1.096, H42 1.096
14 C -5.99978 1.19625 1.45906  C13 1.529, C15 1.549, N22 1.486, H43 1.098
15 C -5.76429 -0.28758 1.08367  C14 1.549, F16 1.354, F17 1.359, C18 1.543
16 F -6.62929 -0.69777 0.12596  C15 1.354
17 F -5.99594 -1.02761 2.19929  C15 1.359
18 C -4.34924 -0.65972 0.59479  C15 1.543, F19 1.345, F20 1.338, F21 1.307
19 F -3.46438 -0.28369 1.53527  C18 1.345
20 F -4.04495 0.01697 -0.51865  C18 1.338
21 F -4.24664 -1.94319 0.37061  C18 1.307
22 N -4.82764 2.04460 1.12120  C10 1.352, C14 1.486, H44 1.019
23 O 0.01364 2.33651 0.61347  P4 1.589, C24 1.461
24 C 0.38662 1.23606 -0.27154  O23 1.461, C25 1.525, H45 1.094, H46 1.095
25 C -0.77922 0.84236 -1.17270  C24 1.525, H47 1.094, H48 1.098, H49 1.095
26 H 0.65595 -0.98302 2.44297  C1 1.096
27 H -0.85164 -1.87852 2.74781  C1 1.096
28 H 0.33753 -1.65920 4.04986  C1 1.095
29 H -0.16545 0.64400 4.34285  C2 1.094
30 H -1.78390 -0.03207 4.03898  C2 1.095
31 H 0.00179 4.48340 2.43793  C6 1.097
32 H -0.53743 3.60781 3.87418  C6 1.099
33 H -2.29955 5.03289 2.67940  C7 1.100
34 H -2.78599 3.40445 3.11198  C7 1.100
35 H -2.34528 2.75050 0.62631  C8 1.093
36 H -1.91005 4.43299 0.34936  C8 1.095
37 H -4.12226 5.09763 0.49532  N9 1.014
38 H -6.31020 3.82150 -0.56207  N11 1.021
39 H -8.23531 3.74919 0.84865  C12 1.092
40 H -7.16596 3.43097 2.22440  C12 1.097
41 H -7.29008 1.61876 -0.23531  C13 1.096
42 H -8.14268 1.22060 1.26367  C13 1.096
43 H -6.10009 1.19560 2.55244  C14 1.098
44 H -4.01211 1.85501 1.70116  N22 1.019
45 H 1.25355 1.58288 -0.84220  C24 1.094
46 H 0.72635 0.39536 0.34248  C24 1.095
47 H -0.43251 0.58900 -2.17846  C25 1.094
48 H -1.47315 1.68756 -1.26640  C25 1.098
49 H -1.33277 -0.01418 -0.77331  C25 1.095
50 C 7.28658 -3.87388 -0.21284  C51 1.391, C55 1.385, H66 1.082
51 C 6.00738 -3.88534 -0.75817  C50 1.391, C52 1.385, H67 1.082
52 C 5.15241 -2.81681 -0.54755  C51 1.385, C53 1.390, H68 1.082
53 C 5.57120 -1.73192 0.21418  C52 1.390, C54 1.396, C64 1.490
54 C 6.85302 -1.72444 0.76822  C53 1.396, C55 1.390, C56 1.493
55 C 7.70870 -2.79702 0.54859  C50 1.385, C54 1.390, H69 1.081
56 C 7.32871 -0.58572 1.60930  C54 1.493, O57 1.211, C58 1.491
57 O 8.44521 -0.57711 2.07941  C56 1.211
58 C 6.37668 0.53589 1.84987  C56 1.491, C59 1.389, C63 1.396
59 C 6.76937 1.59688 2.65553  C58 1.389, C60 1.387, H70 1.081
60 C 5.89712 2.65020 2.88465  C59 1.387, C61 1.390, H71 1.082
61 C 4.63170 2.65088 2.30876  C60 1.390, C62 1.384, H72 1.082
62 C 4.23945 1.59786 1.50066  C61 1.384, C63 1.387, H73 1.079
63 C 5.10549 0.53852 1.27261  C58 1.396, C62 1.387, C64 1.490
64 C 4.63775 -0.58782 0.41688  C53 1.490, C63 1.490, O65 1.216
65 O 3.53425 -0.57798 -0.09360  C64 1.216
66 H 7.95443 -4.70823 -0.38218  C50 1.082
67 H 5.67884 -4.73079 -1.34848  C51 1.082
68 H 4.15618 -2.80647 -0.96845  C52 1.082
69 H 8.69895 -2.77188 0.98236  C55 1.081
70 H 7.75736 1.58192 3.09500  C59 1.081
71 H 6.20386 3.47188 3.51878  C60 1.082
72 H 3.94531 3.46508 2.49815  C61 1.082
73 H 3.25493 1.56814 1.05990  C62 1.079
74 C -3.52379 -3.63115 -3.34772  C75 1.391, C79 1.385, H90 1.082
75 C -3.54542 -2.27598 -3.03509  C74 1.391, C76 1.384, H91 1.083
76 C -2.38261 -1.52785 -3.09884  C75 1.384, C77 1.390, H92 1.082
77 C -1.18595 -2.13458 -3.46319  C76 1.390, C78 1.395, C88 1.492
78 C -1.16193 -3.49632 -3.76426  C77 1.395, C79 1.390, C80 1.494
79 C -2.33491 -4.24000 -3.71250  C74 1.385, C78 1.390, H93 1.081
80 C 0.11303 -4.18346 -4.13094  C78 1.494, O81 1.211, C82 1.491
81 O 0.12898 -5.36330 -4.40191  C80 1.211
82 C 1.35918 -3.36511 -4.13851  C80 1.491, C83 1.389, C87 1.397
83 C 2.56622 -3.98557 -4.43503  C82 1.389, C84 1.385, H94 1.081
84 C 3.73697 -3.24557 -4.45276  C83 1.385, C85 1.391, H95 1.082
85 C 3.70791 -1.88279 -4.17786  C84 1.391, C86 1.385, H96 1.082
86 C 2.50766 -1.25871 -3.88214  C85 1.385, C87 1.390, H97 1.081
87 C 1.32972 -1.99666 -3.85916  C82 1.397, C86 1.390, C88 1.488
88 C 0.05444 -1.30780 -3.52470  C77 1.492, C87 1.488, O89 1.215
89 O 0.01774 -0.11484 -3.29746  C88 1.215
90 H -4.43507 -4.21298 -3.30272  C74 1.082
91 H -4.47547 -1.80543 -2.74191  C75 1.083
92 H -2.38385 -0.47142 -2.86602  C76 1.082
93 H -2.29620 -5.29320 -3.95490  C79 1.081
94 H 2.57063 -5.04525 -4.65048  C83 1.081
95 H 4.67632 -3.73064 -4.68309  C84 1.082
96 H 4.62396 -1.30726 -4.19609  C85 1.082
97 H 2.46821 -0.19998 -3.66617  C86 1.081